{
  "formula": "C6H12NO2",
  "method": "wB97M-V/def2-TZVPD",
  "species": ["C", "C", "C", "C", "C", "C", "N", "O", "O", "H", "H", "H", "H", "H", "H", "H", "H", "H", "H", "H", "H"],
  "xyz": [[0.3288, 1.1544, 1.1771], [1.4204, -2.2702, 0.6414], [-0.5047, 0.2451, 0.0822], [1.5033, -0.8423, 0.3176], [-1.9286, 0.3108, -2.0202], [-1.4653, 1.0703, -0.7709], [1.5822, 0.3149, 1.3103], [2.5092, -1.5670, 0.0512], [0.5775, -0.1916, -0.6668], [0.4026, 2.0871, 0.5647], [-0.2261, 1.3458, 2.0684], [1.5326, -2.6723, 1.6812], [0.7457, -2.7513, 0.0393], [-1.0273, -0.6423, 0.5293], [-2.7513, -0.2840, -1.7152], [-1.1436, -0.3095, -2.4359], [-2.2277, 0.9894, -2.7731], [-2.3988, 1.1756, -0.3264], [-0.9524, 1.9385, -1.1393], [2.2868, 0.9431, 1.0523], [1.7367, -0.0443, 2.3326]],
  "forces_ev_per_angstrom": [[-0.9028, -0.9277, -2.4574], [-0.1494, 0.7984, 2.8039], [-0.9465, 1.4941, -0.4838], [-1.9322, 3.7663, 2.7808], [1.0705, -0.5868, 0.3620], [1.6752, -1.7020, -1.3607], [-1.9361, -0.4713, -1.1652], [2.6981, -1.2220, -1.8198], [-0.2978, -1.5988, -0.1003], [0.8337, -0.7422, 0.9182], [-0.1394, -0.4706, 0.9535], [0.1615, 0.7961, -0.9785], [-0.9789, -1.7073, -1.8696], [0.5492, 0.4559, 0.2778], [-0.8192, -0.8231, -0.1844], [0.1350, -0.1895, -0.1572], [-0.4695, 0.7117, -0.7311], [-1.1096, 1.2161, 1.7384], [0.0094, 0.8360, 0.4075], [2.5082, 1.0364, -0.6276], [0.0405, -0.6695, 1.6936]],
  "mulliken_charge": [-0.9604, -0.6068, 0.1991, -0.5546, -1.2664, -0.6501, 0.1879, -0.1205, 0.2532, 0.3157, 0.3239, 0.3401, 0.3139, 0.3320, 0.3561, 0.3242, 0.3975, 0.3990, 0.4200, 0.3654, 0.6309],
  "homo_ev": [-7.566, -16.492],
  "orbital_gap_ha": [0.1719, 0.2415],
  "s_squared": 2.01,
  "e_tot_ha": -440.4291,
  "e_above_lowest_kj_mol": 562.5,
  "multiplicity": 3,
  "lumo_ev": [-2.889, -9.921],
  "total_charge": 1
}


{
  "formula": "C25H31N5O3",
  "method": "wB97M-V/def2-TZVPD",
  "species": ["C", "C", "H", "H", "O", "C", "O", "N", "C", "H", "C", "C", "N", "H", "C", "C", "C", "N", "C", "C", "C", "C", "C", "N", "H", "H", "H", "H", "C", "O", "N", "C", "H", "H", "H", "C", "C", "C", "C", "C", "C", "C", "H", "H", "H", "H", "H", "H", "H", "H", "H", "C", "C", "H", "H", "H", "H", "H", "H", "H", "H", "H", "H", "H"],
  "xyz": [[3.0685, -5.5070, 0.2076], [4.3599, -4.8522, -0.2629], [5.1780, -5.0480, 0.4341], [4.6238, -5.2184, -1.2603], [4.2475, -3.4326, -0.3037], [3.6413, -2.9239, -1.4071], [3.2391, -3.6039, -2.3229], [3.5856, -1.5749, -1.3810], [3.9513, -0.7608, -0.2465], [4.4775, -1.3786, 0.4794], [2.7090, -0.1265, 0.3804], [1.9364, 0.6849, -0.6676], [0.6938, 1.1946, -0.1086], [0.0796, 1.4555, -0.8788], [0.8552, 2.3594, 0.7349], [-0.4513, 2.8794, 1.2369], [-1.7588, 2.7709, 0.7813], [-2.6175, 3.3864, 1.6330], [-1.8830, 3.8847, 2.6042], [-2.2624, 4.6246, 3.7340], [-1.2995, 5.0394, 4.6076], [0.0571, 4.7271, 4.3686], [0.4190, 4.0110, 3.2711], [-0.5327, 3.5880, 2.4019], [1.4444, 3.7616, 3.0473], [0.8149, 5.0626, 5.0575], [-1.5621, 5.6113, 5.4833], [-3.3076, 4.8445, 3.8721], [-2.1844, 2.1788, -0.5083], [-1.4781, 2.3319, -1.5042], [-3.3327, 1.4809, -0.5617], [-4.1950, 1.1843, 0.5533], [-3.9573, 1.8342, 1.3897], [-5.2317, 1.3575, 0.2579], [-4.0885, 0.1358, 0.8477], [-3.6654, 0.7997, -1.7976], [-3.3908, -0.6816, -1.7216], [-2.2082, -1.1451, -1.1564], [-1.9442, -2.5018, -1.1039], [-2.8562, -3.4102, -1.6149], [-4.0362, -2.9550, -2.1767], [-4.3029, -1.5976, -2.2266], [-5.2260, -1.2467, -2.6664], [-4.7526, -3.6581, -2.5759], [-2.6471, -4.4689, -1.5762], [-1.0216, -2.8532, -0.6653], [-1.4923, -0.4403, -0.7583], [-4.7190, 0.9798, -2.0328], [-3.0453, 1.2448, -2.5830], [1.3909, 3.1818, 0.2144], [1.4645, 2.0688, 1.6000], [1.6052, -0.2263, -1.8515], [2.8720, -0.8633, -2.4187], [2.6281, -1.5775, -3.2061], [3.5321, -0.0890, -2.8266], [1.1002, 0.3458, -2.6311], [0.9261, -1.0091, -1.5114], [2.5879, 1.5089, -1.0237], [3.0179, 0.5087, 1.2113], [2.0507, -0.9042, 0.7697], [4.6279, 0.0289, -0.5969], [2.2773, -5.3115, -0.5117], [2.7753, -5.1099, 1.1769], [3.2126, -6.5804, 0.2909]],
  "forces_ev_per_angstrom": [[0.2514, 0.3140, -0.1308], [-0.1006, -0.5181, -0.1075], [-0.0737, 0.0298, -0.1120], [0.0411, 0.0493, 0.1943], [-0.1189, 0.3453, -0.0246], [0.2750, -0.0447, 0.0661], [-0.1575, -0.3597, -0.1779], [0.0510, 0.1467, 0.0774], [0.0394, 0.0381, 0.4578], [0.0114, 0.1623, -0.1025], [0.1961, 0.2075, -0.3272], [-0.0294, -0.3100, 0.2242], [-0.1568, 0.0130, -0.2996], [0.0963, -0.0013, 0.0953], [0.1928, 0.1271, -0.0222], [-0.1436, -0.4929, -0.5919], [0.6950, 0.3396, 0.5624], [-0.2841, 0.3119, 0.1470], [0.0780, -0.2192, -0.3689], [0.2335, 0.2548, 0.4596], [-0.4490, -0.0530, -0.1754], [0.2707, -0.1991, -0.2589], [0.5296, 0.2933, 0.6285], [-0.8104, 0.0818, -0.1155], [0.0115, -0.0257, -0.0509], [0.1212, -0.0152, -0.0031], [-0.0645, 0.0524, 0.0720], [-0.1112, 0.0222, 0.0127], [-0.0728, -0.0070, -0.1492], [0.2284, 0.0683, -0.1232], [-0.1062, 0.0068, -0.1883], [-0.1373, -0.1422, 0.4675], [-0.1602, -0.1947, -0.0913], [-0.0080, -0.0002, 0.0087], [-0.0465, 0.0076, -0.0108], [0.1697, 0.1599, -0.3727], [-0.0900, -0.0395, 0.0080], [-0.0554, 0.0404, -0.0426], [0.0759, 0.0006, 0.0325], [-0.0278, -0.1032, -0.0273], [-0.0212, -0.1146, -0.0388], [0.0574, 0.1029, 0.0065], [-0.1022, 0.0500, -0.0241], [-0.0560, -0.0599, -0.0249], [0.0152, -0.0861, 0.0088], [0.0935, -0.0256, 0.0425], [0.1052, 0.0643, 0.0845], [0.0697, -0.0168, 0.0282], [-0.2228, -0.0601, 0.1050], [-0.0004, -0.1433, 0.1344], [-0.0191, 0.1141, -0.0582], [0.3095, 0.2279, 0.0596], [-0.3053, -0.1225, -0.2484], [0.0807, 0.1603, 0.0479], [-0.0252, -0.0390, -0.0299], [-0.0716, 0.0184, -0.0472], [-0.0778, -0.0636, 0.0046], [-0.0518, -0.0953, 0.0141], [-0.0007, 0.0201, 0.0860], [-0.0514, -0.0423, 0.0440], [0.0254, -0.0486, 0.0608], [-0.0702, -0.0329, -0.0310], [-0.0319, -0.0160, 0.1047], [-0.0134, -0.1387, 0.0314]],
  "mulliken_charge": [-1.1174, -0.2815, 0.3095, 0.3357, -0.4082, 0.8393, -0.6583, 0.1643, -1.0045, 0.4753, -0.5578, 0.0889, 0.0869, -0.0402, -0.7255, -0.1107, 1.3983, -0.9050, 0.2432, -0.9656, -0.1494, -0.8306, 0.0566, 0.0132, 0.3466, 0.3773, 0.4213, 0.4502, 0.3869, -0.7789, 0.0751, -0.8416, 0.4303, 0.2794, 0.2888, -1.3460, 0.6057, 0.0960, -0.8009, -0.4750, -0.6303, -0.5256, 0.3607, 0.3694, 0.3911, 0.5111, 0.4893, 0.4635, 0.3603, 0.3290, 0.3808, -0.2288, -1.4824, 0.5192, 0.3836, 0.6068, -0.0176, 0.0434, 0.4589, 0.1478, 0.3239, 0.3041, 0.2864, 0.3838],
  "smiles": "CCOC(=O)N1CCC(NCc2c(C(=O)N(C)Cc3ccccc3)nc3ccccn23)CC1",
  "homo_ev": -8.234,
  "orbital_gap_ha": 0.3184,
  "e_tot_ha": -1470.8082,
  "e_above_lowest_kj_mol": 115.6,
  "multiplicity": 1,
  "lumo_ev": 0.429,
  "total_charge": 0
}


{
  "formula": "C33H27ClN3O7Ru",
  "method": "wB97M-V/def2-TZVPD",
  "species": ["Ru", "C", "N", "C", "C", "C", "C", "C", "N", "C", "C", "C", "C", "C", "C", "H", "H", "H", "H", "H", "H", "H", "H", "H", "H", "H", "O", "C", "C", "O", "C", "C", "O", "C", "O", "O", "C", "N", "C", "C", "C", "C", "C", "C", "C", "C", "H", "H", "H", "H", "H", "H", "H", "H", "H", "H", "H", "H", "Cl", "C", "C", "C", "C", "C", "C", "C", "O", "O", "H", "H", "H", "H"],
  "xyz": [[0.0886, 0.2913, -0.0107], [-1.5649, -0.6505, 2.5956], [-1.5668, -0.1042, 1.2497], [-2.7155, 0.1092, 0.6643], [-2.7395, 0.6330, -0.6373], [-3.7756, 1.0762, -1.4855], [-3.1645, 1.4716, -2.6633], [-1.7896, 1.2490, -2.4940], [-1.5419, 0.7631, -1.2898], [-2.2703, -1.9784, 2.6803], [-3.4132, -2.1469, 3.4513], [-4.0794, -3.3597, 3.4591], [-3.6186, -4.4085, 2.6836], [-2.4682, -4.2539, 1.9232], [-1.7862, -3.0529, 1.9440], [-2.0447, 0.0690, 3.2793], [-0.5176, -0.7643, 2.8959], [-3.6501, -0.1367, 1.1763], [-4.8257, 1.0971, -1.2507], [-3.6388, 1.8607, -3.5477], [-0.9974, 1.4034, -3.2074], [-3.7813, -1.3255, 4.0537], [-4.9695, -3.4856, 4.0627], [-4.1555, -5.3464, 2.6651], [-2.1046, -5.0620, 1.3070], [-0.8754, -2.9268, 1.3809], [0.6958, -6.1536, -1.7320], [0.5000, -4.9763, -1.3964], [1.4386, -4.1660, -0.5127], [2.4355, -4.6171, 0.0526], [0.8698, -2.8287, -0.4035], [-0.4202, -2.8014, -1.0956], [-1.2058, -1.8601, -1.0329], [-0.6401, -4.1367, -1.7539], [-1.6200, -4.4329, -2.4570], [1.3129, -1.8290, 0.2279], [-0.4482, 3.7482, -0.7717], [-0.3860, 2.9701, 0.4491], [-1.5517, 3.2072, 1.2726], [0.8527, 3.2499, 1.1594], [1.3124, 2.1398, 2.0692], [1.9876, 2.4972, 3.2282], [2.6010, 1.5468, 4.0233], [2.5206, 0.2180, 3.6499], [1.8179, -0.1414, 2.5096], [1.2003, 0.7964, 1.6797], [-0.3740, 4.8315, -0.5659], [-1.3835, 3.5493, -1.2926], [0.3765, 3.4451, -1.4138], [-1.6442, 4.2693, 1.5735], [-1.4957, 2.5956, 2.1721], [-2.4416, 2.9217, 0.7118], [0.7769, 4.2036, 1.7216], [1.6402, 3.3537, 0.4068], [2.0651, 3.5451, 3.4937], [3.1514, 1.8461, 4.9073], [3.0203, -0.5408, 4.2405], [1.7968, -1.1840, 2.2191], [5.9571, 1.5001, -6.3161], [4.7857, 1.2448, -5.0521], [4.7644, 2.1047, -3.9574], [3.8170, 1.9193, -2.9764], [2.8904, 0.8721, -3.0743], [2.9535, 0.0045, -4.1735], [3.8899, 0.1830, -5.1611], [1.8520, 0.6249, -2.0477], [1.0952, -0.3571, -2.1773], [1.7418, 1.4337, -1.0751], [5.4946, 2.8988, -3.8915], [3.7786, 2.5697, -2.1153], [2.2387, -0.8034, -4.2006], [3.9460, -0.4838, -6.0072]],
  "forces_ev_per_angstrom": [[0.7960, 0.1037, 1.6763], [0.1728, -0.0384, 0.3300], [-0.4387, 0.0340, -1.2188], [0.6941, -0.2991, 0.7561], [-0.4220, 0.3143, -0.8129], [0.0507, -0.2668, 0.6891], [0.1520, 0.1271, -0.3076], [-0.0367, 0.1522, -0.4106], [0.1175, 0.1796, 0.6886], [-0.0558, 0.0258, 0.1375], [0.1225, 0.1626, -0.0256], [-0.1966, -0.1706, 0.0807], [-0.0287, -0.0779, -0.0474], [0.0229, -0.0298, 0.0346], [0.0444, 0.0773, 0.0088], [0.1625, -0.1351, -0.0239], [-0.2813, 0.0825, 0.0145], [0.1093, 0.1328, 0.0181], [-0.1473, -0.0457, 0.0191], [-0.0655, 0.0041, -0.1108], [0.1186, 0.0056, -0.0404], [-0.0337, 0.1026, 0.0003], [-0.0504, 0.0115, 0.0318], [-0.0477, -0.0848, 0.0086], [0.0757, -0.0921, -0.0597], [0.0673, -0.0223, -0.1654], [-0.2736, 0.9919, 0.3001], [1.3799, -1.0835, 0.1996], [-0.3199, -0.4020, 0.0555], [0.1008, 0.1053, -0.1076], [-1.0337, -0.3383, -0.9020], [0.6013, -1.2374, 0.1451], [-0.3415, 0.2067, -0.1710], [-1.4113, 1.1406, -0.6462], [0.9085, 0.0449, 0.6777], [-0.4144, 1.3500, 0.4438], [-0.0424, 0.0242, -0.1723], [0.2357, -0.4594, -0.0529], [-0.1398, -0.0765, 0.1099], [0.2786, -0.0835, 0.0531], [-0.1130, 0.1623, -0.1343], [0.0579, 0.0921, 0.0725], [0.0923, 0.0561, 0.1478], [0.0613, -0.0013, 0.0482], [0.0684, -0.3186, -0.1936], [-0.5514, 0.0254, -0.2575], [-0.0202, -0.0366, 0.0274], [-0.0297, -0.0103, 0.0145], [0.0180, 0.0262, -0.0569], [0.1002, -0.0843, -0.0738], [0.0177, -0.0182, 0.0537], [-0.0300, -0.0007, 0.0460], [0.0156, -0.1188, -0.1364], [-0.1348, 0.1124, -0.0217], [-0.0362, 0.1127, 0.0248], [-0.0090, -0.0024, 0.0562], [-0.0365, -0.0667, -0.0046], [-0.0553, -0.0451, -0.0425], [0.1590, 0.0283, -0.1118], [-0.3477, -0.1195, 0.3564], [0.3329, -0.1414, -0.6430], [-0.7104, -0.5474, 0.2527], [0.8699, 0.1175, -0.8100], [-0.3136, 0.3148, 0.7568], [0.5957, 0.4397, -0.2686], [-0.9907, -0.5586, 0.3405], [0.5634, 0.4533, -0.4881], [0.0833, -0.2419, -0.0980], [0.0067, 0.0586, -0.0087], [-0.0425, 0.0255, 0.0837], [-0.0535, -0.1028, -0.0347], [0.0019, -0.0459, -0.1005]],
  "mulliken_charge": [1.0530, -1.0763, 1.1126, -0.7016, -0.0530, -0.9043, -0.9285, -1.0512, 1.1595, 0.0262, -0.5052, -0.5627, -0.4796, -0.5544, 0.0663, 0.3462, 0.0631, 0.2831, 0.5009, 0.4203, 0.4555, 0.3586, 0.3481, 0.3630, 0.4772, 0.1697, -0.7679, 0.5102, -0.1106, -0.7842, 0.6159, 0.8648, -0.4908, -0.2315, -0.7730, -0.6698, -1.2496, 0.9159, -1.1842, -1.5292, 1.1639, -0.8148, -0.7048, -0.9007, -0.3531, 0.6093, 0.3506, 0.3997, 0.1729, 0.3289, 0.2605, 0.3056, 0.3892, 0.2677, 0.3410, 0.3471, 0.4379, 0.6605, -0.2597, 0.5269, -0.8236, -0.0919, 0.0796, -0.2850, -0.8362, 0.3253, -0.5969, -0.5826, 0.3900, 0.4625, 0.5237, 0.4039],
  "homo_ev": -0.777,
  "orbital_gap_ha": 0.1695,
  "s_squared": 1.04,
  "e_tot_ha": -2519.7825,
  "multiplicity": 2,
  "lumo_ev": 3.835,
  "total_charge": -2
}


{
  "formula": "C4H11N2O",
  "method": "wB97M-V/def2-TZVPD",
  "species": ["C", "N", "C", "O", "C", "C", "N", "H", "H", "H", "H", "H", "H", "H", "H", "H", "H", "H"],
  "xyz": [[0.2248, -1.0635, -0.3877], [-1.2398, -0.9664, -0.5245], [-1.9926, 0.3476, -0.1312], [-1.6885, 0.7815, 1.0308], [1.0345, 0.2576, -0.4415], [2.4872, -0.3115, -0.5563], [0.9471, 0.9105, 0.9083], [0.6177, -1.7193, -1.1293], [0.5168, -1.3059, 0.6798], [-1.4979, -1.6644, 0.1646], [-3.0479, 0.1089, -0.3296], [-1.7829, 0.9963, -0.9782], [0.6802, 0.9508, -1.1323], [2.5782, -1.4035, -0.3003], [3.0477, -0.0412, -1.4238], [2.9718, -0.0120, 0.4171], [1.1294, 1.8817, 1.0007], [-0.1800, 0.9667, 1.1989]],
  "forces_ev_per_angstrom": [[-0.7553, 2.6920, 1.7537], [-0.3994, -0.3978, -0.1247], [0.9236, -1.9860, -1.7714], [-0.2266, 1.2116, 2.7780], [1.1168, -1.5749, 2.7280], [0.2960, 0.0195, 2.5136], [-2.7505, -1.2892, 1.1812], [0.2835, -0.7812, -0.3930], [-0.2418, -0.7109, -1.0589], [-0.8856, 0.1325, -0.0562], [-0.5124, -0.5323, 0.2606], [0.6162, 0.7600, -0.7524], [-0.1226, 0.8543, -2.0268], [-0.6203, 0.5570, -1.1613], [0.5093, 0.0926, -0.5688], [0.0224, 0.6764, -1.2820], [0.9033, 1.0784, -0.9302], [1.8432, -0.8020, -1.0894]],
  "mulliken_charge": [-0.9386, -0.5949, -0.5509, -0.8693, 0.4556, -1.4495, -0.9443, 0.3283, 0.4037, 0.2540, 0.3681, 0.2988, 0.5575, 0.3274, 0.3228, 0.4150, 0.1910, 0.4253],
  "smiles": "C[C@H](N)CNC[O-]",
  "homo_ev": -3.010,
  "orbital_gap_ha": 0.2654,
  "e_tot_ha": -343.6963,
  "e_above_lowest_kj_mol": 196.6,
  "multiplicity": 1,
  "lumo_ev": 4.212,
  "total_charge": -1
}


Question: Which formula does entry 4 have?
Answer: C4H11N2O